(1)
C26H47BO21S | ωB97M-V with the def2-TZVPD basis set

**HOMO**: -10.6433 eV
**Structure (SMILES)**: CB(O)C1=C(S(C)(=O)=O)C(=O)OC1=O.CCOC(=O)OC.CCOC(=O)OC.CCOC(=O)OC.CCOC(=O)OC.CCOC(=O)OC
**Orbital gap**: 8.38 eV
**Energy above the lowest of the compared OMol25 structures with the same formula, charge and spin**: 706.6 kJ/mol
**Energy**: -82227.5751 eV
**Net charge**: 0

Bonds (Å) are listed after each position.
Cartesian coordinates (Å):
1 C 7.31450 2.91101 7.50659  B2 1.676, H15 1.173, H16 1.173, H17 1.171
2 B 6.31784 3.51103 6.29972  C1 1.676, O3 1.477, C4 1.672
3 O 6.40709 2.98916 4.92094  B2 1.477, H18 1.021
4 C 5.23185 4.67590 6.80790  B2 1.672, C5 1.488, C13 1.655
5 C 3.75732 4.48393 6.86526  C4 1.488, S6 1.873, C10 1.639
6 S 2.64121 3.05225 6.40330  C5 1.873, C7 1.876, O8 1.557, O9 1.571
7 C 3.08755 1.41247 7.19694  S6 1.876, H19 1.184, H20 1.189, H21 1.187
8 O 2.73785 2.85454 4.86168  S6 1.557
9 O 1.15673 3.48182 6.68469  S6 1.571
10 C 3.29258 5.94290 7.45118  C5 1.639, O11 1.336, O12 1.471
11 O 2.15360 6.03081 8.14404  C10 1.336
12 O 4.32768 6.92884 7.10402  C10 1.471, C13 1.497
13 C 5.61514 6.19861 7.33075  C4 1.655, O12 1.497, O14 1.337
14 O 6.73834 6.69190 7.86168  C13 1.337
15 H 7.29979 3.68542 8.38714  C1 1.173
16 H 6.81168 1.92305 7.88885  C1 1.173
17 H 8.39958 2.77969 7.08522  C1 1.171
18 H 6.67633 2.01114 5.03825  O3 1.021
19 H 3.97773 1.50415 7.97292  C7 1.184
20 H 3.35010 0.60070 6.36837  C7 1.189
21 H 2.17186 0.95934 7.80034  C7 1.187
22 C -0.11145 -3.16632 2.48945  C23 1.518, H29 1.095, H30 1.094, H31 1.095
23 C 1.32802 -2.93142 2.06730  C22 1.518, O24 1.433, H32 1.095, H33 1.097
24 O 1.42694 -1.79030 1.20647  C23 1.433, C25 1.356
25 C 1.39886 -0.58400 1.82524  O24 1.356, O26 1.220, O27 1.357
26 O 1.30638 -0.39478 3.02737  C25 1.220
27 O 1.46212 0.38000 0.87192  C25 1.357, C28 1.426
28 C 1.35063 1.70558 1.38454  O27 1.426, H34 1.094, H35 1.094, H36 1.094
29 H -0.76520 -3.22767 1.61312  C22 1.095
30 H -0.20077 -4.09171 3.06522  C22 1.094
31 H -0.48348 -2.34139 3.10513  C22 1.095
32 H 1.68271 -3.79409 1.49325  C23 1.095
33 H 1.99228 -2.82610 2.93353  C23 1.097
34 H 2.07522 1.88686 2.18419  C28 1.094
35 H 0.33042 1.88148 1.73970  C28 1.094
36 H 1.55825 2.40361 0.56839  C28 1.094
37 C -1.63830 -5.36384 -3.46218  C38 1.518, H44 1.095, H45 1.094, H46 1.095
38 C -1.67120 -4.21783 -4.45768  C37 1.518, O39 1.433, H47 1.095, H48 1.097
39 O -1.86888 -2.96661 -3.78810  C38 1.433, C40 1.356
40 C -0.76946 -2.43721 -3.19662  O39 1.356, O41 1.220, O42 1.357
41 O 0.34998 -2.92334 -3.19440  C40 1.220
42 O -1.13618 -1.28463 -2.58085  C40 1.357, C43 1.426
43 C -0.08606 -0.66788 -1.83974  O42 1.426, H49 1.094, H50 1.094, H51 1.094
44 H -2.53060 -5.34915 -2.82760  C37 1.095
45 H -1.58575 -6.32578 -3.97963  C37 1.094
46 H -0.77398 -5.28479 -2.79536  C37 1.095
47 H -2.51975 -4.35213 -5.13700  C38 1.095
48 H -0.76542 -4.19155 -5.07539  C38 1.097
49 H 0.80686 -0.52466 -2.45580  C43 1.094
50 H 0.14652 -1.26907 -0.95522  C43 1.094
51 H -0.43584 0.31420 -1.50863  C43 1.094
52 C -4.30370 1.09428 -1.27464  C53 1.518, H59 1.095, H60 1.094, H61 1.095
53 C -4.33660 2.24030 -2.27014  C52 1.518, O54 1.433, H62 1.095, H63 1.097
54 O -4.53428 3.49152 -1.60055  C53 1.433, C55 1.356
55 C -3.43486 4.02092 -1.00908  O54 1.356, O56 1.220, O57 1.357
56 O -2.31542 3.53479 -1.00685  C55 1.220
57 O -3.80158 5.17350 -0.39331  C55 1.357, C58 1.426
58 C -2.75146 5.79025 0.34780  O57 1.426, H64 1.094, H65 1.094, H66 1.094
59 H -5.19600 1.10898 -0.64006  C52 1.095
60 H -4.25115 0.13235 -1.79209  C52 1.094
61 H -3.43938 1.17334 -0.60782  C52 1.095
62 H -5.18515 2.10600 -2.94946  C53 1.095
63 H -3.43082 2.26658 -2.88785  C53 1.097
64 H -1.85854 5.93347 -0.26826  C58 1.094
65 H -2.51888 5.18906 1.23232  C58 1.094
66 H -3.10124 6.77233 0.67891  C58 1.094
67 C 3.31241 -3.23289 -2.76758  C68 1.518, H74 1.095, H75 1.094, H76 1.095
68 C 3.60538 -2.45443 -4.03786  C67 1.518, O69 1.433, H77 1.095, H78 1.097
69 O 4.87202 -1.79068 -3.94815  C68 1.433, C70 1.356
70 C 5.96020 -2.57128 -4.16116  O69 1.356, O71 1.220, O72 1.357
71 O 5.94955 -3.76290 -4.42456  C70 1.220
72 O 7.06755 -1.80288 -4.00162  C70 1.357, C73 1.426
73 C 8.29132 -2.52594 -4.11091  O72 1.426, H79 1.094, H80 1.094, H81 1.094
74 H 3.39981 -2.58476 -1.88928  C67 1.095
75 H 2.30541 -3.65825 -2.79682  C67 1.094
76 H 4.02688 -4.05059 -2.63026  C67 1.095
77 H 2.84693 -1.67516 -4.16842  C68 1.095
78 H 3.56295 -3.09683 -4.92566  C68 1.097
79 H 8.33442 -3.09986 -5.04156  C73 1.094
80 H 8.41217 -3.18391 -3.24466  C73 1.094
81 H 9.11294 -1.80388 -4.11449  C73 1.094
82 C -10.30947 -0.53791 -4.98726  C83 1.518, H89 1.095, H90 1.094, H91 1.095
83 C -10.07132 -0.61761 -3.48980  C82 1.518, O84 1.433, H92 1.095, H93 1.097
84 O -9.19665 -1.70651 -3.17009  C83 1.433, C85 1.356
85 C -7.87627 -1.48003 -3.38023  O84 1.356, O86 1.220, O87 1.357
86 O -7.38243 -0.44669 -3.80188  C85 1.220
87 O -7.19936 -2.61408 -3.06746  C85 1.357, C88 1.426
88 C -5.80002 -2.54085 -3.32987  O87 1.426, H94 1.094, H95 1.094, H96 1.094
89 H -10.65864 -1.50104 -5.37401  C82 1.095
90 H -11.05217 0.22975 -5.22162  C82 1.094
91 H -9.38592 -0.29735 -5.52313  C82 1.095
92 H -11.02152 -0.81368 -2.98165  C83 1.095
93 H -9.68172 0.32662 -3.09065  C83 1.097
94 H -5.35000 -1.66363 -2.85521  C88 1.094
95 H -5.62524 -2.52853 -4.41024  C88 1.094
96 H -5.32933 -3.43601 -2.91321  C88 1.094

Taken from the Löwdin analysis, the atomic charges in e are:
1 C -0.049
2 B -0.318
3 O 0.044
4 C 0.066
5 C -0.075
6 S 0.794
7 C -0.156
8 O -0.385
9 O -0.374
10 C -0.207
11 O 0.051
12 O 0.038
13 C -0.150
14 O 0.054
15 H 0.080
16 H 0.079
17 H 0.089
18 H 0.134
19 H 0.084
20 H 0.106
21 H 0.102
22 C -0.067
23 C -0.217
24 O 0.005
25 C -0.548
26 O 0.110
27 O -0.020
28 C -0.036
29 H 0.080
30 H 0.080
31 H 0.076
32 H 0.123
33 H 0.123
34 H 0.087
35 H 0.104
36 H 0.097
37 C -0.066
38 C -0.218
39 O 0.019
40 C -0.530
41 O 0.092
42 O -0.003
43 C -0.033
44 H 0.079
45 H 0.081
46 H 0.075
47 H 0.122
48 H 0.125
49 H 0.099
50 H 0.085
51 H 0.097
52 C -0.059
53 C -0.210
54 O 0.025
55 C -0.550
56 O 0.099
57 O -0.007
58 C -0.053
59 H 0.085
60 H 0.062
61 H 0.073
62 H 0.124
63 H 0.125
64 H 0.096
65 H 0.099
66 H 0.094
67 C -0.069
68 C -0.214
69 O 0.024
70 C -0.551
71 O 0.105
72 O -0.010
73 C -0.056
74 H 0.084
75 H 0.052
76 H 0.075
77 H 0.116
78 H 0.127
79 H 0.096
80 H 0.098
81 H 0.093
82 C -0.070
83 C -0.220
84 O 0.023
85 C -0.548
86 O 0.104
87 O -0.005
88 C -0.045
89 H 0.082
90 H 0.080
91 H 0.075
92 H 0.123
93 H 0.125
94 H 0.079
95 H 0.102
96 H 0.094


(2)
C20H44BN2O7 | ωB97M-V with the def2-TZVPD basis set

**HOMO**: -4.0682 eV
**Orbital gap**: 6.08 eV
**Energy**: -39443.7895 eV
**Net charge**: -1

Bonds (Å) are listed after each position.
Cartesian coordinates (Å):
1 C -1.39738 -2.18403 -1.14221  C2 1.526, H21 1.089, H22 1.089, H23 1.086
2 C -0.48095 -1.12098 -0.54266  C1 1.526, O3 1.414, H24 1.095, H25 1.094
3 O 0.86346 -1.45124 -0.83296  C2 1.414, C4 1.430
4 C 1.77870 -0.41226 -0.47506  O3 1.430, C5 1.522, H26 1.092, H27 1.092
5 C 2.95190 -1.01458 0.28420  C4 1.522, O6 1.395, H28 1.091, H29 1.097
6 O 4.08465 -0.20019 0.25335  C5 1.395, C7 1.433
7 C 3.95076 0.96797 1.07173  O6 1.433, O8 1.368, C11 1.561, H30 1.104
8 O 5.06212 1.10227 1.85805  C7 1.368, B9 1.495
9 B 5.44402 2.54718 1.82999  O8 1.495, O10 1.501, H31 1.220, H32 1.267
10 O 5.06579 2.93945 0.43134  B9 1.501, C11 1.388
11 C 3.88325 2.25434 0.18973  C7 1.561, O10 1.388, C12 1.541, H33 1.101
12 C 2.61581 3.10133 0.41848  C11 1.541, C13 1.525, H34 1.091, H35 1.091
13 C 1.74813 3.21219 -0.83082  C12 1.525, C14 1.523, H36 1.094, H37 1.093
14 C 0.54564 4.13448 -0.67452  C13 1.523, C15 1.533, H38 1.096, H39 1.092
15 C -0.39760 3.76551 0.47621  C14 1.533, C16 1.528, H40 1.095, H41 1.091
16 C -0.92989 2.33584 0.38411  C15 1.528, C17 1.525, H42 1.091, H43 1.094
17 C -1.50176 1.76860 1.67882  C16 1.525, C18 1.528, H44 1.093, H45 1.088
18 C -0.47037 1.75510 2.80567  C17 1.528, O19 1.419, H46 1.093, H47 1.095
19 O -0.57141 0.53759 3.52812  C18 1.419, C20 1.413
20 C 0.56809 0.24659 4.31165  O19 1.413, H48 1.090, H49 1.091, H50 1.092
21 H -2.25468 -1.71927 -1.62768  C1 1.089
22 H -1.79142 -2.84936 -0.37532  C1 1.089
23 H -0.84327 -2.76424 -1.87386  C1 1.086
24 H -0.61473 -1.07746 0.54355  C2 1.095
25 H -0.72464 -0.13585 -0.95168  C2 1.094
26 H 2.14830 0.07002 -1.38226  C4 1.092
27 H 1.26125 0.31977 0.14869  C4 1.092
28 H 3.19948 -1.96989 -0.18093  C5 1.091
29 H 2.64372 -1.21697 1.31785  C5 1.097
30 H 3.07525 0.83162 1.73047  C7 1.104
31 H 6.61899 2.74807 2.08831  B9 1.220
32 H 4.70099 3.17747 2.64004  B9 1.267
33 H 3.87769 1.90707 -0.85507  C11 1.101
34 H 2.96018 4.10059 0.69053  C12 1.091
35 H 2.05551 2.68349 1.25626  C12 1.091
36 H 2.38991 3.59885 -1.62841  C13 1.094
37 H 1.43296 2.22016 -1.16278  C13 1.093
38 H -0.03906 4.10981 -1.60155  C14 1.096
39 H 0.88028 5.16582 -0.54856  C14 1.092
40 H -1.25600 4.44352 0.43630  C15 1.095
41 H 0.09082 3.96117 1.43229  C15 1.091
42 H -0.14454 1.66500 0.03326  C16 1.091
43 H -1.71211 2.31838 -0.38091  C16 1.094
44 H -1.77194 0.72460 1.50249  C17 1.093
45 H -2.40771 2.29170 1.97761  C17 1.088
46 H 0.53152 1.84619 2.37760  C18 1.093
47 H -0.63845 2.59770 3.48464  C18 1.095
48 H 0.25489 -0.00180 5.32604  C20 1.090
49 H 1.25513 1.09255 4.36821  C20 1.091
50 H 1.11453 -0.59520 3.88215  C20 1.092
51 C -5.31439 1.15364 1.80158  O52 1.214, N53 1.348, H56 1.104
52 O -4.84220 2.10211 1.20994  C51 1.214
53 N -5.72718 0.01781 1.20334  C51 1.348, C54 1.446, C55 1.453
54 C -6.27112 -1.09458 1.95067  N53 1.446, H57 1.092, H58 1.093, H59 1.088
55 C -5.60123 -0.08143 -0.24033  N53 1.453, H60 1.090, H61 1.090, H62 1.087
56 H -5.43059 1.13324 2.89886  C51 1.104
57 H -5.66157 -1.98979 1.81068  C54 1.092
58 H -7.29252 -1.31409 1.63097  C54 1.093
59 H -6.28401 -0.84793 3.01034  C54 1.088
60 H -4.55874 0.03016 -0.54012  C55 1.090
61 H -6.17604 0.70571 -0.72905  C55 1.090
62 H -5.96851 -1.05248 -0.56372  C55 1.087
63 C -0.66032 -5.17185 -4.17856  O64 1.218, N65 1.345, H68 1.103
64 O -1.39697 -5.67062 -5.01016  C63 1.218
65 N 0.68267 -5.20186 -4.23797  C63 1.345, C66 1.452, C67 1.451
66 C 1.52147 -4.59616 -3.21991  N65 1.452, H69 1.091, H70 1.092, H71 1.087
67 C 1.30520 -5.86911 -5.36653  N65 1.451, H72 1.090, H73 1.091, H74 1.087
68 H -1.04174 -4.64579 -3.28773  C63 1.103
69 H 2.15854 -3.82597 -3.65701  C66 1.091
70 H 2.15490 -5.35260 -2.75244  C66 1.092
71 H 0.90574 -4.13472 -2.45166  C66 1.087
72 H 1.00108 -5.40096 -6.30319  C67 1.090
73 H 1.00614 -6.91725 -5.40409  C67 1.091
74 H 2.38558 -5.80415 -5.26438  C67 1.087

Taken from the Löwdin analysis, the atomic charges in e are:
1 C -0.054
2 C -0.271
3 O -0.152
4 C -0.178
5 C -0.201
6 O -0.059
7 C -0.364
8 O -0.024
9 B -0.590
10 O -0.074
11 C -0.313
12 C -0.127
13 C -0.214
14 C -0.209
15 C -0.205
16 C -0.211
17 C -0.167
18 C -0.231
19 O -0.196
20 C -0.108
21 H 0.066
22 H 0.071
23 H 0.039
24 H 0.117
25 H 0.107
26 H 0.131
27 H 0.095
28 H 0.123
29 H 0.123
30 H 0.139
31 H 0.047
32 H 0.060
33 H 0.141
34 H 0.129
35 H 0.086
36 H 0.117
37 H 0.082
38 H 0.105
39 H 0.107
40 H 0.110
41 H 0.104
42 H 0.061
43 H 0.117
44 H 0.098
45 H 0.095
46 H 0.096
47 H 0.127
48 H 0.078
49 H 0.089
50 H 0.080
51 C -0.352
52 O 0.013
53 N -0.198
54 C -0.064
55 C -0.039
56 H 0.135
57 H 0.089
58 H 0.086
59 H 0.081
60 H 0.086
61 H 0.091
62 H 0.084
63 C -0.354
64 O 0.002
65 N -0.197
66 C -0.046
67 C -0.048
68 H 0.123
69 H 0.095
70 H 0.090
71 H 0.068
72 H 0.091
73 H 0.090
74 H 0.084